No. 1
Entry from OMol25: a 2-piece molecular cluster, C5H15NSi overall (ωB97M-V/def2-TZVPD).

```
22
Properties=species:S:1:pos:R:3:forces:R:3:nbo_charge:R:1
C -2.79399 -0.83973 0.84209 1.6 1.9 -2.0 -0.609
C 1.87158 0.94912 1.34532 -0.9 1.2 -0.6 -0.406
C 2.44326 0.41320 -0.93093 0.0 -1.5 -1.0 -0.414
C -0.64901 -0.80238 -1.92578 -0.2 0.7 0.3 -1.151
C -1.28219 -0.54280 1.20909 -1.4 1.2 0.0 -0.951
N 1.47348 0.18796 0.15297 -0.9 0.6 -0.2 -0.892
Si -0.22570 0.03146 -0.22552 -0.8 1.8 -1.4 1.757
H -3.38080 -0.57463 1.73317 -0.2 -0.7 -0.6 0.222
H -2.93077 -0.01753 0.02416 -0.7 -1.4 1.4 0.218
H -2.94891 -1.82453 0.33888 -0.1 0.7 0.8 0.213
H 1.24820 0.80617 2.21529 -0.5 -0.3 0.0 0.208
H 2.82988 0.63057 1.59285 1.8 -0.7 0.7 0.190
H 1.97541 2.05924 1.21110 -0.4 -0.7 -0.3 0.186
H 2.26800 1.35425 -1.48466 0.2 -0.2 0.4 0.194
H 3.47294 0.41628 -0.46983 -1.0 -0.1 -0.7 0.203
H 2.33588 -0.45258 -1.71235 0.5 1.6 1.5 0.203
H -0.67292 -1.87818 -1.87390 -0.1 -0.6 0.3 0.233
H -1.64917 -0.46368 -2.28606 0.7 -0.1 0.5 0.261
H 0.04701 -0.59585 -2.74051 0.1 0.4 0.2 0.247
H -0.83436 -1.32969 1.73967 0.8 -1.3 0.7 0.230
H -1.37046 0.28248 1.94823 0.4 -0.2 -0.5 0.248
H -1.22735 2.19087 -0.70327 1.1 -2.2 0.6 -0.391
```
Positions in Å, forces in eV/Å.

## Properties
E_tot = -14793.583 eV
Gap between HOMO and LUMO = 8.84 eV

***

No. 2
Entry from OMol25: C17H12N3OsS2 as an isolated structure (ωB97M-V/def2-TZVPD).

```
35
Properties=species:S:1:pos:R:3:forces:R:3:mulliken_spin:R:1
Os 0.54101 0.33028 -1.04988 0.6 -0.7 -0.3 2.720
S 2.16806 -1.06350 -2.32068 -0.2 0.6 -0.1 0.380
C 0.95948 -2.18920 -1.98460 -0.3 -0.2 0.0 0.043
N -0.12249 -1.67396 -1.32765 0.0 0.2 0.1 0.067
C -1.08900 -2.58358 -1.11702 0.0 -0.1 -0.1 0.198
C -2.35198 -2.37134 -0.50431 0.0 0.0 0.0 0.033
C -3.19061 -3.43588 -0.41306 0.0 -0.2 0.0 0.078
C -2.81180 -4.72713 -0.91576 -0.1 0.1 0.1 0.253
C -1.57395 -4.95846 -1.52023 0.1 0.1 0.0 0.021
C -0.72108 -3.88822 -1.62181 -0.1 0.0 0.0 0.128
S 0.86218 -3.85149 -2.34188 0.1 -0.1 -0.1 -0.025
H -2.63750 -1.39318 -0.14021 0.0 0.0 0.0 -0.004
H -4.16883 -3.32944 0.03674 0.0 0.0 0.0 0.003
H -3.51777 -5.54356 -0.82386 0.0 0.0 0.0 0.002
H -1.31468 -5.93921 -1.89717 0.0 0.0 0.0 0.004
C 0.35065 -0.26072 3.16031 0.0 0.0 0.0 -0.001
C 0.66387 1.00485 3.64257 0.0 0.0 0.0 0.038
C 0.88695 2.04951 2.75120 0.0 0.0 0.0 0.000
C 0.79288 1.81444 1.39833 0.0 0.0 -0.1 0.054
N 0.47543 0.56780 0.93242 -0.3 0.3 0.5 0.004
C 0.25724 -0.44664 1.80196 0.0 0.1 0.0 0.047
C 1.03522 2.81675 0.34424 0.0 -0.1 0.0 -0.052
C 1.28401 4.14952 0.56462 0.0 0.0 0.0 0.004
C 1.50972 4.98691 -0.52860 0.0 0.0 0.0 0.039
C 1.48810 4.46447 -1.81307 0.0 0.0 0.0 -0.014
C 1.24344 3.11805 -1.97672 0.0 -0.1 0.0 0.022
N 1.01126 2.30780 -0.92284 0.1 -0.2 -0.1 -0.026
H 0.17842 -1.09397 3.82706 0.0 0.0 0.0 0.000
H 0.73829 1.17947 4.70857 0.0 0.0 0.0 -0.001
H 1.14114 3.03250 3.12066 0.0 0.0 0.0 0.002
H 0.00993 -1.40528 1.36920 0.0 0.0 0.0 -0.009
H 1.30370 4.55246 1.56689 0.0 0.0 0.0 0.001
H 1.70501 6.03982 -0.36931 0.0 0.0 0.0 -0.001
H 1.66346 5.08524 -2.68064 0.0 0.0 0.0 0.000
H 1.23022 2.65490 -2.95545 0.0 0.0 0.0 -0.007
```
Positions in Å, forces in eV/Å.

## Properties
Net charge = +3
E_tot = -46402.316 eV
Gap between HOMO and LUMO (spin up / spin down) = 7.86 / 5.70 eV
2S+1 = 5

***

No. 3
Entry from OMol25: one molecule with the formula C5H7NO (ωB97M-V/def2-TZVPD).

```
14
Properties=species:S:1:pos:R:3:forces:R:3:nbo_charge:R:1
N -2.53656 -0.21346 0.51109 0.2 -0.1 -0.2 -0.739
C -1.41820 -0.32643 -0.15336 -0.1 0.0 0.0 0.509
O -1.08335 -0.94122 -1.19572 -0.2 0.1 0.1 -0.756
C 1.37883 -1.10187 -0.31064 0.0 0.2 0.2 -0.081
C 1.26299 0.05640 0.39544 0.4 -0.4 0.0 -0.304
C 0.59743 1.29181 -0.24764 -0.2 0.1 -0.1 -0.420
C -0.41500 0.59267 0.50483 -0.1 0.2 -0.1 -0.012
H -3.26646 -0.68685 -0.03016 0.1 0.1 0.1 0.342
H 0.95787 -1.19775 -1.30302 0.0 0.0 0.1 0.264
H 1.88602 -1.95908 0.12576 0.0 0.1 0.0 0.207
H 1.73250 0.16074 1.36780 -0.1 0.0 -0.1 0.242
H 0.52099 1.20558 -1.32899 0.0 0.0 0.2 0.257
H 0.97905 2.23854 0.12771 -0.1 -0.2 0.0 0.242
H -0.59613 0.88092 1.53692 0.0 -0.1 -0.2 0.250
```
Positions in Å, forces in eV/Å.

## Properties
E_tot = -8832.377 eV
Gap between HOMO and LUMO (spin up / spin down) = 6.99 / 7.00 eV